A structure of composition C56H43IN6O4P3Se2Tl, computed with ωB97M-V/def2-TZVPD.

```
116
Properties=species:S:1:pos:R:3:forces:R:3
Tl 0.7681 0.6485 -0.9035 -0.36 0.15 -0.14
O 4.1512 4.0146 -0.3433 0.04 -0.16 0.01
C 3.1618 3.0974 -0.1523 -0.05 -0.03 -0.25
O 3.2306 1.9943 -0.6204 0.14 0.29 0.27
C 2.0259 3.6270 0.6655 0.21 0.02 -0.11
C 2.0829 4.8683 1.2751 -0.04 0.02 0.00
C 0.9848 5.2674 2.0278 -0.01 -0.05 -0.07
C -0.0906 4.4098 2.1371 0.05 -0.04 -0.05
C -0.0491 3.1693 1.4917 -0.13 0.11 0.18
N 0.9923 2.8039 0.7643 -0.02 -0.13 0.13
C -1.2304 2.1881 1.6615 -0.02 -0.01 -0.14
O -2.2006 2.6531 2.2953 -0.01 -0.07 0.20
O -1.0825 1.0599 1.1546 -0.05 0.02 0.12
H 4.8093 3.5515 -0.8853 -0.09 0.06 0.05
H 2.9562 5.4919 1.1603 0.02 0.02 -0.01
H 0.9766 6.2353 2.5152 0.01 -0.01 0.02
H -0.9754 4.6424 2.7097 -0.04 0.01 0.02
Se 0.0759 -4.8845 4.0707 0.15 -0.05 0.17
P 0.5558 -2.8294 4.3156 0.08 -0.04 0.05
C 1.6748 -2.6124 5.7435 0.02 0.00 -0.13
C 2.8153 -3.4095 5.7913 -0.04 -0.03 0.01
C 3.7278 -3.2599 6.8212 0.00 0.01 0.02
C 3.5008 -2.3202 7.8200 0.01 -0.01 -0.03
C 2.3595 -1.5352 7.7813 0.00 0.01 0.00
C 1.4493 -1.6757 6.7414 -0.03 0.03 -0.03
C -0.9462 -1.8976 4.7216 0.02 0.01 0.15
C -1.3063 -0.7397 4.0447 0.00 -0.01 -0.01
C -2.4844 -0.0811 4.3912 0.04 0.10 -0.11
C -3.2780 -0.5683 5.4157 0.02 -0.02 0.02
C -2.9159 -1.7295 6.0954 0.00 -0.02 -0.02
C -1.7596 -2.4001 5.7409 -0.01 0.07 -0.03
C 1.3732 -1.9132 3.0120 0.14 -0.03 0.35
C 1.5042 -1.8971 1.6210 -0.08 -0.27 -0.19
N 2.1821 -0.7839 1.3026 0.37 -0.09 0.11
N 2.4798 -0.1547 2.4268 -0.09 0.11 0.01
N 2.0049 -0.8074 3.4687 0.00 0.09 0.02
P 1.0039 -3.0174 0.3159 -0.02 -0.05 -0.04
Se 1.9324 -2.8039 -1.5767 0.01 0.01 0.04
C -0.8054 -2.8713 0.2551 -0.09 -0.02 -0.04
C -1.4531 -2.6309 -0.9524 -0.01 0.01 0.07
C -2.8239 -2.4171 -0.9709 -0.04 0.00 0.03
C -3.5481 -2.4401 0.2131 0.05 0.01 -0.03
C -2.9056 -2.6873 1.4187 0.04 -0.01 -0.06
C -1.5382 -2.9028 1.4393 0.21 -0.03 0.25
C 1.4023 -4.6850 0.9109 -0.08 -0.03 -0.10
C 2.6377 -4.9138 1.5061 0.00 0.00 -0.06
C 3.0254 -6.2056 1.8193 -0.02 0.03 0.08
C 2.1774 -7.2709 1.5537 -0.05 -0.01 0.01
C 0.9452 -7.0439 0.9555 0.03 0.01 -0.01
C 0.5629 -5.7537 0.6232 0.02 0.03 0.01
H 2.9693 -4.1546 5.0195 0.02 0.00 -0.01
H 4.6179 -3.8764 6.8475 0.01 0.00 -0.01
H 4.2190 -2.1953 8.6212 0.00 -0.01 0.02
H 2.1815 -0.7982 8.5544 -0.01 0.01 0.00
H 0.5709 -1.0453 6.6991 0.00 0.02 -0.01
H -0.7020 -0.3553 3.2298 -0.04 0.03 0.03
H -2.7560 0.8105 3.8380 0.00 0.04 -0.05
H -4.1899 -0.0484 5.6854 -0.01 0.01 -0.01
H -3.5443 -2.1202 6.8872 0.00 0.01 0.01
H -1.4826 -3.3253 6.2319 -0.01 -0.01 0.01
H -0.8695 -2.5858 -1.8630 0.04 -0.01 -0.02
H -3.3211 -2.2095 -1.9109 0.00 0.02 0.01
H -4.6130 -2.2441 0.2012 -0.02 0.01 -0.01
H -3.4589 -2.6871 2.3482 -0.02 0.00 0.05
H -1.0379 -3.1003 2.3937 -0.39 0.04 -0.63
H 3.2934 -4.0776 1.7156 0.01 0.02 0.01
H 3.9835 -6.3804 2.2924 0.03 0.00 0.00
H 2.4736 -8.2784 1.8196 0.01 -0.01 -0.01
H 0.2817 -7.8746 0.7487 -0.01 0.00 0.00
H -0.3948 -5.5688 0.1511 -0.01 -0.02 0.02
I 6.3100 -1.8429 -4.1953 -0.06 0.03 0.01
C 4.5970 -0.6329 -4.2359 0.13 -0.08 -0.02
C 4.1048 -0.1690 -5.4451 -0.04 0.01 0.00
C 2.9860 0.6469 -5.4202 0.05 -0.04 -0.02
C 2.4146 0.9597 -4.1927 0.02 0.07 -0.03
N 2.8843 0.4802 -3.0476 0.06 0.00 0.02
C 3.9581 -0.2989 -3.0517 -0.12 -0.02 -0.12
H 4.5816 -0.4388 -6.3781 0.02 0.00 -0.01
H 2.5594 1.0337 -6.3363 -0.02 0.02 -0.01
H 1.5695 1.6368 -4.0864 -0.04 -0.01 0.03
H 4.2901 -0.6739 -2.0915 0.03 -0.01 0.03
N 0.3499 2.7617 -2.5353 0.12 -0.10 -0.02
P -0.9802 2.7138 -3.2738 -0.26 0.03 -0.12
C -2.5109 2.4520 -2.2820 0.12 -0.03 0.11
C -3.4036 1.3969 -2.4244 -0.06 0.01 -0.13
C -4.4325 1.2126 -1.5064 0.02 -0.04 -0.01
C -4.5760 2.0778 -0.4364 0.03 0.02 -0.03
C -3.6955 3.1433 -0.2885 -0.11 0.03 0.00
C -2.6739 3.3243 -1.2017 0.03 -0.05 -0.03
C -1.4627 4.2510 -4.1947 -0.02 0.00 0.05
C -2.7473 4.5016 -4.6711 0.04 -0.01 -0.01
C -3.0359 5.6857 -5.3354 0.00 0.01 0.00
C -2.0390 6.6365 -5.5234 0.01 -0.02 -0.01
C -0.7588 6.3990 -5.0410 -0.03 0.00 -0.01
C -0.4762 5.2117 -4.3759 0.03 0.02 -0.01
C -1.1598 1.4383 -4.6236 0.14 -0.07 0.09
C -1.2538 1.7338 -5.9808 -0.04 0.02 0.00
C -1.1546 0.7313 -6.9416 0.01 -0.02 0.00
C -0.9616 -0.5875 -6.5597 -0.01 0.01 0.01
C -0.8659 -0.9017 -5.2082 0.00 0.01 -0.03
C -0.9572 0.1023 -4.2584 0.00 0.06 0.02
H -3.3009 0.7054 -3.2530 0.01 0.01 0.03
H -5.1026 0.3684 -1.6161 -0.03 -0.03 -0.01
H -5.3475 1.9082 0.3037 -0.02 0.00 0.02
H -3.7802 3.7936 0.5705 0.04 0.00 0.01
H -1.9526 4.1235 -1.0640 0.00 -0.01 0.02
H -3.5239 3.7607 -4.5126 -0.02 0.02 0.00
H -4.0392 5.8741 -5.7000 -0.01 0.00 0.00
H -2.2638 7.5635 -6.0381 0.00 0.01 0.00
H 0.0159 7.1446 -5.1778 0.02 0.00 0.01
H 0.5067 5.0024 -3.9655 0.00 -0.01 0.01
H -1.4004 2.7591 -6.2983 0.03 0.01 -0.01
H -1.2188 0.9850 -7.9938 -0.01 0.02 0.00
H -0.8754 -1.3661 -7.3087 0.00 0.00 0.00
H -0.6933 -1.9246 -4.8950 0.00 0.00 0.01
H -0.8416 -0.1476 -3.2085 0.02 -0.01 0.00
```
Forces are in eV/Å.

The calculation puts the gap between HOMO and LUMO at 0.1950 Ha. The net charge is -2. The calculation puts the LUMO energy at 3.325 eV. For the total energy, the calculation gives -9086.5617 a.u. The value obtained for the energy relative to the best compared isomer or geometry (same formula, charge and spin) is 0.000 eV.

Results of the natural (NBO) charge analysis, in e, for atoms 1 through 99: atom 1 (Tl): 0.713, atom 2 (O): -0.701, atom 3 (C): 0.786, atom 4 (O): -0.555, atom 5 (C): 0.067, atom 6 (C): -0.217, atom 7 (C): -0.197, atom 8 (C): -0.206, atom 9 (C): 0.134, atom 10 (N): -0.393, atom 11 (C): 0.742, atom 12 (O): -0.768, atom 13 (O): -0.747, atom 14 (H): 0.494, atom 15 (H): 0.221, atom 16 (H): 0.200, atom 17 (H): 0.243, atom 18 (Se): -0.567, atom 19 (P): 1.270, atom 20 (C): -0.356, atom 21 (C): -0.170, atom 22 (C): -0.222, atom 23 (C): -0.215, atom 24 (C): -0.239, atom 25 (C): -0.114, atom 26 (C): -0.433, atom 27 (C): -0.108, atom 28 (C): -0.218, atom 29 (C): -0.214, atom 30 (C): -0.238, atom 31 (C): -0.193, atom 32 (C): -0.295, atom 33 (C): -0.335, atom 34 (N): -0.287, atom 35 (N): -0.100, atom 36 (N): -0.314, atom 37 (P): 1.255, atom 38 (Se): -0.510, atom 39 (C): -0.316, atom 40 (C): -0.202, atom 41 (C): -0.213, atom 42 (C): -0.194, atom 43 (C): -0.204, atom 44 (C): -0.199, atom 45 (C): -0.254, atom 46 (C): -0.210, atom 47 (C): -0.204, atom 48 (C): -0.217, atom 49 (C): -0.219, atom 50 (C): -0.201, atom 51 (H): 0.231, atom 52 (H): 0.202, atom 53 (H): 0.198, atom 54 (H): 0.202, atom 55 (H): 0.218, atom 56 (H): 0.254, atom 57 (H): 0.263, atom 58 (H): 0.200, atom 59 (H): 0.198, atom 60 (H): 0.227, atom 61 (H): 0.240, atom 62 (H): 0.206, atom 63 (H): 0.201, atom 64 (H): 0.214, atom 65 (H): 0.232, atom 66 (H): 0.230, atom 67 (H): 0.201, atom 68 (H): 0.197, atom 69 (H): 0.201, atom 70 (H): 0.221, atom 71 (I): 0.089, atom 72 (C): -0.199, atom 73 (C): -0.225, atom 74 (C): -0.250, atom 75 (C): 0.039, atom 76 (N): -0.392, atom 77 (C): 0.021, atom 78 (H): 0.212, atom 79 (H): 0.214, atom 80 (H): 0.266, atom 81 (H): 0.225, atom 82 (N): -1.510, atom 83 (P): 1.703, atom 84 (C): -0.406, atom 85 (C): -0.214, atom 86 (C): -0.224, atom 87 (C): -0.199, atom 88 (C): -0.211, atom 89 (C): -0.134, atom 90 (C): -0.387, atom 91 (C): -0.139, atom 92 (C): -0.253, atom 93 (C): -0.231, atom 94 (C): -0.230, atom 95 (C): -0.188, atom 96 (C): -0.376, atom 97 (C): -0.211, atom 98 (C): -0.237, atom 99 (C): -0.219